w.
# C5H35NO11S2

A cluster of 12 separate species, C5H35NO11S2 in total (wB97M-V/def2-TZVPD, the Open Molecules 2025 dataset).

Values from the calculation:
Orbital gap, eV: 8.56
Structure (SMILES): CCSSC[C@@H](C)N.O.O.O.O.O.O.O.O.O.O.O
LUMO, eV: 0.01

Each line ends with the natural charge from an NBO analysis.
Positions of all 54 atoms, in Å:
N1 1.606 4.154 -0.362  -0.84
C1 2.023 3.267 -1.438  -0.06
C2 0.895 3.162 -2.450  -0.62
C3 2.534 1.883 -1.018  -0.55
S1 1.349 0.967 0.036  0.05
S2 2.434 0.063 1.446  0.06
C4 3.265 -1.391 0.736  -0.54
C5 2.382 -2.621 0.620  -0.63
H1 2.209 4.077 0.447  0.38
H2 0.657 3.925 -0.084  0.35
H3 2.857 3.755 -1.958  0.19
H4 -0.019 2.781 -1.992  0.20
H5 1.128 2.512 -3.293  0.21
H6 0.656 4.147 -2.854  0.22
H7 2.716 1.266 -1.898  0.25
H8 3.455 1.993 -0.449  0.22
H9 3.699 -1.133 -0.231  0.23
H10 4.117 -1.560 1.399  0.22
H11 1.618 -2.464 -0.144  0.23
H12 1.895 -2.880 1.561  0.20
H13 2.963 -3.489 0.302  0.21
H14 -1.658 -3.100 1.216  0.50
H15 -0.482 -3.895 0.590  0.48
O1 -1.380 -3.585 0.404  -1.00
H16 2.609 -1.447 -3.450  0.47
H17 1.525 -1.435 -2.354  0.51
O2 2.200 -0.863 -2.812  -1.00
H18 -1.682 -0.156 -3.431  0.51
H19 -0.114 -0.203 -3.670  0.49
O3 -0.945 -0.709 -3.773  -0.99
H20 3.808 3.215 2.300  0.48
H21 2.544 3.141 3.161  0.48
O4 2.942 3.635 2.435  -0.95
H22 -3.780 -2.516 0.775  0.51
H23 -2.939 -2.687 -0.500  0.51
O5 -3.772 -2.313 -0.181  -0.97
H24 -2.529 -2.109 3.312  0.52
H25 -2.584 -1.204 2.105  0.49
O6 -2.656 -2.129 2.344  -1.00
H26 -3.790 0.606 -3.309  0.48
H27 -3.188 0.708 -1.891  0.51
O7 -2.977 0.824 -2.849  -0.97
H28 -0.442 -1.903 -2.649  0.50
H29 -0.462 -2.390 -1.156  0.48
O8 0.013 -2.480 -1.988  -1.01
H30 -3.724 -0.630 -0.234  0.52
H31 -4.675 0.610 -0.144  0.49
O9 -3.739 0.377 -0.175  -1.00
H32 -1.422 -0.400 4.787  0.47
H33 -2.573 0.013 3.830  0.50
O10 -2.313 -0.636 4.531  -0.98
H34 -3.125 0.819 1.381  0.51
H35 -1.996 1.593 2.146  0.49
O11 -2.720 0.987 2.261  -1.01

=====

x.
# C5H35NO11S2

A cluster of 12 separate species, C5H35NO11S2 in total (wB97M-V/def2-TZVPD, the Open Molecules 2025 dataset).

Values from the calculation:
Orbital gap, eV: 9.13
Structure (SMILES): CCN[C@H](C)CSS.O.O.O.O.O.O.O.O.O.O.O
LUMO, eV: 0.06

Each line ends with the natural charge from an NBO analysis.
Positions of all 54 atoms, in Å:
S1 -3.880 -2.281 2.125  -0.16
S2 -2.653 -2.895 0.549  0.07
C1 -1.273 -1.633 0.516  -0.52
C2 -1.409 -0.803 -0.758  -0.09
C3 -2.282 0.395 -0.713  -0.62
N1 0.040 -0.451 -1.043  -0.69
C4 0.317 -0.109 -2.455  -0.23
C5 1.797 0.254 -2.835  -0.63
H1 -3.557 -2.937 3.247  0.12
H2 -0.399 -2.240 0.417  0.23
H3 -1.244 -1.189 1.541  0.26
H4 -1.688 -1.415 -1.689  0.22
H5 -1.885 1.201 0.021  0.21
H6 -3.267 0.193 -0.277  0.23
H7 -2.421 0.763 -1.711  0.20
H8 0.357 0.218 -0.327  0.37
H9 -0.346 0.693 -2.800  0.15
H10 -0.041 -0.976 -3.050  0.23
H11 2.371 0.473 -1.926  0.21
H12 2.315 -0.491 -3.469  0.21
H13 1.853 1.185 -3.423  0.22
H14 2.421 -3.666 -0.140  0.49
H15 1.975 -2.578 -1.260  0.49
O1 2.002 -3.495 -0.970  -0.98
H16 1.171 1.968 2.447  0.48
H17 1.337 3.013 1.235  0.52
O2 1.500 2.055 1.524  -1.01
H18 -1.808 2.549 3.462  0.50
H19 -1.546 4.161 3.202  0.48
O3 -2.005 3.501 3.703  -0.98
H20 1.312 -1.205 0.697  0.49
H21 2.318 -0.937 1.789  0.49
O4 1.391 -0.956 1.635  -0.97
H22 -0.854 3.977 -0.284  0.49
H23 -0.184 2.625 -0.254  0.49
O5 -0.101 3.531 0.141  -0.97
H24 -1.835 3.546 -3.063  0.47
H25 -1.891 2.131 -2.967  0.47
O6 -1.787 2.902 -2.362  -0.94
H26 4.739 1.115 1.731  0.47
H27 3.199 1.259 1.738  0.50
O7 3.947 0.770 2.159  -1.00
H28 3.111 1.220 4.560  0.49
H29 1.658 1.531 4.177  0.46
O8 2.208 1.190 4.881  -0.95
H30 0.443 -3.564 -3.097  0.47
H31 0.116 -4.788 -2.247  0.50
O9 -0.190 -4.242 -2.966  -0.96
H32 0.000 0.453 4.203  0.50
H33 0.362 0.341 2.627  0.51
O10 -0.187 0.744 3.313  -1.00
H34 -1.324 -2.921 -3.939  0.49
H35 -2.551 -2.144 -3.610  0.47
O11 -1.653 -2.037 -4.006  -0.95

=====

Which structure is the most stable? The one labeled w.

=====

w.
# C27H83N19O12

A cluster of 12 separate species, C27H83N19O12 in total (wB97M-V/def2-TZVPD, the Open Molecules 2025 dataset).

Values from the calculation:
Orbital gap, eV: 9.00
Structure (SMILES): COC[C@H](C)N.COC[C@H](C)N.COC[C@H](C)N.COC[C@H](C)N.COC[C@H](C)N.NC(N)=O.NC(N)=O.NC(N)=O.NC(N)=O.NC(N)=O.NC(N)=O.NC(N)=O
LUMO, eV: -0.13

Each line ends with the Löwdin charge.
Positions of all 141 atoms, in Å:
C1 -5.676 -1.147 0.916  -0.07
C2 -5.392 -0.973 2.387  -0.47
C3 -6.463 -1.298 3.430  -0.19
O1 -5.977 -0.629 4.598  -0.19
C4 -6.237 -1.364 5.745  -0.13
N1 -4.102 -1.574 2.639  0.05
H1 -6.598 -0.724 0.516  0.07
H2 -5.778 -2.205 0.674  0.07
H3 -4.830 -0.864 0.289  0.07
H4 -5.278 0.102 2.524  0.13
H5 -6.625 -2.376 3.422  0.13
H6 -7.417 -0.896 3.091  0.12
H7 -5.696 -2.305 5.639  0.08
H8 -7.283 -1.642 5.872  0.09
H9 -5.782 -0.840 6.585  0.09
H10 -3.825 -1.375 3.589  0.07
H11 -4.271 -2.569 2.685  0.07
C5 0.229 -5.514 2.766  -0.08
C6 0.253 -6.717 3.670  -0.48
C7 0.230 -6.272 5.157  -0.17
O2 0.597 -7.370 6.026  -0.20
C8 1.961 -7.759 5.921  -0.12
N2 -0.809 -7.632 3.344  0.05
H12 -0.597 -4.841 2.995  0.07
H13 0.102 -5.880 1.747  0.08
H14 1.152 -4.934 2.780  0.08
H15 1.228 -7.169 3.491  0.13
H16 -0.793 -5.954 5.360  0.13
H17 0.987 -5.509 5.337  0.12
H18 2.725 -6.995 5.777  0.09
H19 1.992 -8.527 5.149  0.08
H20 2.286 -8.403 6.738  0.08
H21 -0.807 -8.268 4.129  0.07
H22 -1.698 -7.163 3.440  0.07
C9 -4.416 3.942 5.612  -0.08
C10 -3.872 5.348 5.415  -0.39
C11 -2.713 5.442 4.252  -0.14
O3 -1.612 4.531 4.453  -0.19
C12 -1.341 3.657 3.364  -0.12
N3 -4.993 6.170 4.951  0.01
H23 -5.317 3.887 6.222  0.07
H24 -3.756 3.448 6.326  0.07
H25 -4.445 3.349 4.698  0.07
H26 -3.533 5.705 6.387  0.13
H27 -2.407 6.486 4.188  0.11
H28 -3.141 5.127 3.300  0.10
H29 -0.746 2.830 3.750  0.08
H30 -0.725 3.956 2.516  0.08
H31 -2.283 3.302 2.946  0.07
H32 -4.892 6.737 4.121  0.06
H33 -4.928 6.854 5.690  0.06
C13 6.461 -5.370 0.941  -0.06
C14 6.779 -3.876 0.586  -0.40
C15 7.787 -3.159 1.479  -0.21
O4 9.093 -3.617 1.156  -0.19
C16 10.031 -2.983 2.052  -0.10
N4 6.971 -3.807 -0.897  0.03
H34 6.103 -5.457 1.967  0.07
H35 7.359 -5.964 0.768  0.07
H36 5.637 -5.737 0.330  0.06
H37 5.808 -3.398 0.722  0.12
H38 7.642 -3.389 2.534  0.12
H39 7.695 -2.085 1.319  0.12
H40 11.072 -3.239 1.855  0.09
H41 9.680 -3.093 3.078  0.08
H42 10.016 -1.897 1.959  0.07
H43 7.049 -2.830 -1.138  0.06
H44 7.862 -4.145 -1.233  0.06
C17 -4.393 5.304 -7.686  -0.06
C18 -3.137 4.646 -8.362  -0.39
C19 -2.159 4.161 -7.243  -0.20
O5 -0.917 3.685 -7.799  -0.21
C20 0.186 3.674 -6.846  -0.09
N5 -3.698 3.495 -9.120  0.02
H45 -4.240 6.182 -7.060  0.07
H46 -5.000 4.593 -7.126  0.07
H47 -5.005 5.435 -8.579  0.07
H48 -2.536 5.156 -9.115  0.13
H49 -2.569 3.418 -6.558  0.13
H50 -1.899 5.067 -6.695  0.11
H51 0.209 2.993 -5.995  0.08
H52 0.180 4.692 -6.456  0.07
H53 1.126 3.454 -7.352  0.08
H54 -4.240 3.049 -8.394  0.05
H55 -2.962 2.807 -9.180  0.06
C21 3.162 -6.305 -4.178  -0.77
O6 2.332 -7.040 -4.693  0.02
N6 4.336 -6.727 -3.708  0.15
N7 2.971 -5.039 -3.921  0.15
H56 4.578 -7.707 -3.750  0.12
H57 4.815 -6.063 -3.117  0.09
H58 3.666 -4.489 -3.436  0.11
H59 2.040 -4.746 -4.181  0.12
C22 -4.800 -0.189 -6.354  -0.81
O7 -5.699 0.626 -6.424  0.03
N8 -4.690 -1.178 -7.122  0.16
N9 -3.773 -0.305 -5.526  0.15
H60 -5.517 -1.245 -7.698  0.14
H61 -3.869 -1.760 -7.033  0.12
H62 -3.660 0.373 -4.786  0.11
H63 -3.052 -0.999 -5.665  0.10
C23 -4.813 3.188 -1.825  -0.75
O8 -3.726 2.817 -2.300  -0.02
N10 -4.941 3.752 -0.634  0.16
N11 -5.900 3.288 -2.537  0.17
H64 -4.223 3.643 0.068  0.11
H65 -5.867 4.113 -0.458  0.10
H66 -6.747 3.459 -2.015  0.11
H67 -5.898 2.871 -3.457  0.12
C24 4.208 -0.475 4.891  -0.81
O9 4.536 -1.636 4.971  0.04
N12 3.955 0.103 3.772  0.16
N13 4.098 0.375 5.875  0.16
H68 4.136 -0.297 2.862  0.12
H69 3.879 1.110 3.796  0.11
H70 3.991 1.355 5.657  0.11
H71 4.366 0.125 6.816  0.12
C25 6.707 2.056 -1.827  -0.82
O10 6.033 1.088 -1.499  0.01
N14 8.007 1.952 -1.922  0.16
N15 6.243 3.210 -2.046  0.18
H72 8.582 2.783 -1.939  0.11
H73 8.418 1.119 -1.524  0.12
H74 5.275 3.456 -1.897  0.13
H75 6.896 3.901 -2.388  0.12
C26 0.979 0.742 -1.151  -0.78
O11 1.514 1.771 -1.542  0.03
N16 -0.257 0.397 -1.106  0.16
N17 1.631 -0.360 -0.842  0.13
H76 -0.575 -0.406 -0.582  0.12
H77 -0.923 0.980 -1.592  0.12
H78 2.555 -0.285 -1.243  0.11
H79 1.402 -0.752 0.060  0.11
C27 0.556 7.049 -1.756  -0.83
O12 0.475 8.238 -1.490  0.02
N18 -0.277 6.427 -2.496  0.17
N19 1.561 6.293 -1.493  0.16
H80 -1.178 6.873 -2.596  0.13
H81 -0.132 5.443 -2.674  0.11
H82 1.646 5.405 -1.966  0.11
H83 2.292 6.677 -0.911  0.12

=====

x.
# C27H83N19O12

A cluster of 12 separate species, C27H83N19O12 in total (wB97M-V/def2-TZVPD, the Open Molecules 2025 dataset).

Values from the calculation:
Orbital gap, eV: 8.86
Structure (SMILES): COC[C@H](C)N.COC[C@H](C)N.COC[C@H](C)N.COC[C@H](C)N.COC[C@H](C)N.NC(N)=O.NC(N)=O.NC(N)=O.NC(N)=O.NC(N)=O.NC(N)=O.NC(N)=O
LUMO, eV: -0.01

Each line ends with the Löwdin charge.
Positions of all 141 atoms, in Å:
C1 -6.459 3.237 -2.935  -0.05
C2 -4.934 3.170 -3.058  -0.41
C3 -4.275 3.643 -1.771  -0.23
O1 -2.884 3.726 -2.006  -0.19
C4 -2.317 4.438 -0.914  -0.13
N1 -4.540 1.790 -3.261  0.06
H1 -6.877 3.765 -3.792  0.07
H2 -6.727 3.902 -2.114  0.07
H3 -6.990 2.298 -2.776  0.08
H4 -4.514 3.807 -3.836  0.14
H5 -4.437 3.022 -0.890  0.12
H6 -4.613 4.652 -1.537  0.12
H7 -1.284 4.615 -1.212  0.09
H8 -2.429 3.936 0.047  0.08
H9 -2.628 5.473 -0.770  0.08
H10 -4.622 1.291 -2.386  0.03
H11 -3.535 1.859 -3.330  0.03
C5 1.950 -1.902 -4.143  -0.06
C6 1.722 -1.085 -2.888  -0.39
C7 2.057 0.440 -3.045  -0.17
O2 3.410 0.687 -3.256  -0.22
C8 3.649 2.011 -3.522  -0.15
N2 0.324 -1.252 -2.408  0.08
H12 2.975 -2.095 -4.460  0.08
H13 1.491 -1.375 -4.980  0.07
H14 1.465 -2.878 -4.104  0.08
H15 2.361 -1.613 -2.180  0.11
H16 1.708 1.007 -2.181  0.13
H17 1.624 0.626 -4.028  0.12
H18 3.382 2.201 -4.562  0.11
H19 4.710 2.238 -3.416  0.11
H20 3.046 2.702 -2.934  0.10
H21 0.178 -0.760 -1.538  0.04
H22 -0.309 -0.921 -3.122  0.03
C9 1.010 -1.386 1.943  -0.08
C10 1.379 -0.117 1.307  -0.37
C11 0.156 0.775 0.921  -0.14
O3 -0.609 0.177 -0.145  -0.22
C12 -1.457 1.143 -0.761  -0.10
N3 2.277 0.606 2.236  0.04
H23 0.133 -1.853 1.495  0.08
H24 0.639 -1.090 2.924  0.06
H25 1.765 -2.168 2.021  0.07
H26 1.933 -0.349 0.398  0.12
H27 0.592 1.707 0.562  0.12
H28 -0.553 0.955 1.729  0.12
H29 -0.981 1.959 -1.306  0.09
H30 -1.980 1.657 0.045  0.07
H31 -2.328 0.745 -1.281  0.08
H32 2.438 1.575 2.001  0.04
H33 3.192 0.213 2.065  0.04
C13 -2.310 -1.761 3.123  -0.06
C14 -2.063 -3.168 3.761  -0.41
C15 -3.070 -4.348 3.466  -0.18
O4 -2.796 -5.552 4.269  -0.18
C16 -3.913 -6.435 4.139  -0.13
N4 -0.745 -3.693 3.503  0.06
H34 -3.273 -1.315 3.370  0.06
H35 -2.268 -1.877 2.040  0.06
H36 -1.524 -1.084 3.458  0.06
H37 -2.275 -3.037 4.822  0.13
H38 -3.041 -4.542 2.394  0.12
H39 -4.046 -3.935 3.721  0.11
H40 -4.806 -5.980 4.568  0.08
H41 -3.700 -7.348 4.695  0.08
H42 -4.096 -6.774 3.119  0.08
H43 -0.014 -2.996 3.540  0.04
H44 -0.703 -4.039 2.556  0.05
C17 -3.048 -2.127 -3.216  -0.07
C18 -2.865 -2.170 -4.699  -0.39
C19 -2.577 -0.813 -5.382  -0.16
O5 -1.567 0.052 -4.778  -0.23
C20 -1.498 1.374 -5.270  -0.10
N5 -1.611 -2.926 -4.884  0.04
H45 -3.887 -1.501 -2.911  0.06
H46 -2.209 -1.691 -2.673  0.05
H47 -3.105 -3.089 -2.708  0.09
H48 -3.713 -2.660 -5.178  0.14
H49 -3.468 -0.185 -5.349  0.11
H50 -2.356 -0.895 -6.446  0.12
H51 -2.339 1.962 -4.901  0.07
H52 -1.215 1.514 -6.313  0.09
H53 -0.593 1.794 -4.831  0.07
H54 -0.972 -2.248 -4.494  0.02
H55 -1.468 -3.091 -5.870  0.07
C21 4.521 -2.916 1.463  -0.77
O6 4.041 -2.760 0.406  0.04
N6 4.902 -1.919 2.247  0.20
N7 4.905 -4.064 1.968  0.18
H56 4.799 -0.967 1.928  0.06
H57 5.353 -2.240 3.092  0.11
H58 4.706 -4.930 1.489  0.12
H59 5.374 -4.132 2.860  0.11
C22 1.134 1.103 5.519  -0.83
O7 0.837 1.103 6.685  0.05
N8 0.429 1.527 4.502  0.15
N9 2.318 0.898 5.059  0.16
H60 -0.509 1.830 4.722  0.13
H61 0.807 1.201 3.625  0.06
H62 3.001 0.853 5.801  0.13
H63 2.448 0.857 4.058  0.05
C23 4.661 0.827 -0.072  -0.68
O8 4.864 0.681 1.153  -0.04
N10 4.340 -0.180 -0.853  0.21
N11 4.538 1.957 -0.689  0.22
H64 4.332 -1.091 -0.416  0.07
H65 4.218 -0.003 -1.840  0.08
H66 4.588 2.786 -0.115  0.08
H67 4.389 2.048 -1.684  0.05
C24 0.860 -4.469 0.093  -0.87
O9 -0.171 -4.910 -0.192  0.09
N12 1.494 -4.768 1.188  0.18
N13 1.412 -3.452 -0.492  0.19
H68 2.390 -4.308 1.257  0.07
H69 1.111 -5.537 1.720  0.13
H70 0.829 -3.038 -1.206  0.09
H71 2.363 -3.191 -0.272  0.06
C25 2.093 4.270 3.118  -0.79
O10 2.146 3.384 2.263  -0.01
N14 1.869 4.078 4.367  0.21
N15 2.298 5.495 2.931  0.19
H72 1.663 3.143 4.689  0.08
H73 1.738 4.959 4.842  0.12
H74 2.308 6.202 3.653  0.13
H75 2.446 5.724 1.959  0.13
C26 -5.234 -0.299 -0.099  -0.77
O11 -5.695 0.772 -0.495  0.02
N16 -5.583 -1.464 -0.588  0.17
N17 -4.417 -0.484 0.875  0.18
H76 -5.302 -2.303 -0.101  0.12
H77 -6.225 -1.360 -1.361  0.13
H78 -4.473 -1.388 1.321  0.10
H79 -4.101 0.348 1.353  0.13
C27 5.872 4.396 1.691  -0.74
O12 6.910 5.007 1.355  0.00
N18 5.700 3.688 2.758  0.19
N19 4.713 4.570 1.088  0.13
H80 6.503 3.566 3.359  0.13
H81 4.803 3.241 2.881  0.10
H82 3.943 4.032 1.460  0.05
H83 4.594 5.008 0.186  0.13

=====

Which structure is the most stable? The one labeled x.

=====

w.
# C2H4N2

A cluster of 2 separate species, C2H4N2 in total (wB97M-V/def2-TZVPD, the Open Molecules 2025 dataset).

Values from the calculation:
Orbital gap, eV: 11.40
LUMO, eV: 0.63

Each line ends with the natural charge from an NBO analysis.
Positions of all 8 atoms, in Å:
N1 -0.730 -0.269 0.521  -0.64
C1 -0.891 0.965 0.268  0.00
C2 2.634 -1.024 -1.223  0.24
N2 1.538 -1.092 -0.798  -0.76
H1 0.617 -1.010 -0.347  0.45
H2 -1.277 -0.601 1.314  0.36
H3 -1.568 1.623 0.819  0.16
H4 -0.322 1.409 -0.555  0.18

=====

x.
# C2H4N2

The molecule C2H4N2 (wB97M-V/def2-TZVPD, the Open Molecules 2025 dataset).

Values from the calculation:
Orbital gap, eV: 7.75
Structure (SMILES): N=C=CN
LUMO, eV: 0.14

Each line ends with the natural charge from an NBO analysis.
Positions of all 8 atoms, in Å:
C1 0.517 0.464 -0.044  0.16
C2 -0.834 -0.196 0.027  -0.13
N1 1.330 -0.524 0.026  -0.68
N2 -1.871 0.542 -0.021  -0.65
H1 -2.714 -0.034 0.037  0.34
H2 2.343 -0.445 0.006  0.40
H3 0.820 1.506 -0.131  0.20
H4 0.409 -1.313 0.100  0.36

=====

Which structure is the most stable? The one labeled w.